No. 1
53
Properties=species:S:1:pos:R:3:forces:R:3:lowdin_spin:R:1 method="wB97M-V/def2-TZVPD" spin_multiplicity=6 s2=8.7819 charge=-1 homo_lumo_gap_ev="5.182 / 6.194"
C 1.956 -0.151 2.632 1.7 0.9 0.0 0.051
C 2.156 -0.832 1.407 1.4 0.8 -0.7 0.092
C 1.776 0.031 0.333 1.9 0.5 0.3 0.022
H 2.606 -1.816 1.292 -0.6 0.2 0.1 0.005
C 1.443 1.316 0.915 1.6 0.2 0.3 0.019
C 1.607 1.195 2.335 1.7 0.5 -0.8 0.093
H 1.288 2.237 0.361 -0.1 -0.3 0.3 0.004
C -1.228 -2.204 3.463 -0.7 -0.2 -0.5 0.042
C 0.033 -2.486 2.918 -0.4 -0.4 -1.0 0.085
C -0.040 -2.266 1.484 -1.6 -1.2 0.3 -0.005
H 0.918 -2.849 3.463 -0.5 0.3 -0.4 0.005
C -1.375 -1.748 1.183 -0.1 -2.3 1.1 0.009
C -2.112 -1.790 2.418 0.6 -0.4 -0.4 0.097
H 1.882 -0.167 -0.733 -0.1 -0.1 0.4 0.004
H 1.611 2.030 3.027 -0.5 -0.3 0.0 0.006
H 2.136 -0.560 3.625 -0.2 0.2 -0.4 0.004
H -3.187 -1.606 2.511 0.6 0.3 0.1 0.006
H 0.597 -2.703 0.710 -0.1 0.4 0.5 0.003
H -1.520 -2.317 4.517 0.2 0.2 -0.6 0.001
Mn 0.018 -0.121 1.512 -1.3 -1.3 1.4 4.205
C -1.880 -1.369 -0.210 0.6 0.1 0.8 0.006
C -3.406 -1.519 -0.195 -0.1 -0.1 -0.3 0.001
C -1.231 -2.234 -1.300 -0.2 -0.3 -0.2 0.001
H -3.684 -2.518 0.179 0.3 0.3 -0.1 0.001
H -3.812 -1.429 -1.203 -0.1 0.2 0.0 0.000
H -3.895 -0.774 0.439 0.2 -0.2 -0.2 0.000
H -1.391 -3.306 -1.137 -0.1 0.2 0.1 0.000
H -0.147 -2.075 -1.391 -0.3 0.0 0.2 0.000
H -1.684 -1.970 -2.260 0.0 0.0 -0.2 0.000
C -1.299 0.079 -0.456 -0.6 1.2 -1.2 0.057
C -2.136 1.050 -1.262 -0.3 -0.4 0.6 0.012
H -0.336 0.042 -0.987 -0.2 -0.3 0.7 0.006
H -1.232 0.685 0.502 -0.6 -0.2 -1.2 0.015
O -3.303 1.138 -0.952 -0.4 0.8 -1.1 0.010
N -1.518 1.809 -2.283 0.1 0.5 0.3 0.002
C -0.307 2.618 -1.948 -0.3 0.0 -0.1 0.000
H -2.199 2.369 -2.783 -0.1 -0.1 0.3 0.000
C 1.001 2.001 -2.401 0.5 0.0 -0.3 0.000
C 2.226 2.637 -2.102 -0.3 -0.5 0.0 0.001
H 2.208 3.631 -1.638 0.1 -0.5 0.0 0.000
C 3.436 1.992 -2.382 -0.4 0.2 -0.1 0.001
H 4.378 2.472 -2.095 -0.4 -0.3 -0.1 0.000
C 3.429 0.753 -3.038 -0.2 0.1 0.1 0.001
H 4.374 0.250 -3.240 -0.2 0.1 0.0 0.000
C 2.220 0.187 -3.453 -0.1 0.4 0.0 0.001
H 2.204 -0.739 -4.032 0.1 0.3 0.2 0.000
C 1.007 0.824 -3.151 0.4 0.1 0.0 0.000
H 0.054 0.438 -3.516 0.3 -0.1 0.3 0.000
H -0.282 2.800 -0.855 0.1 -0.1 -0.5 0.000
H -0.391 3.618 -2.428 -0.2 -0.6 0.3 0.000
O -1.043 1.414 5.230 -0.1 0.0 0.0 0.037
C -0.997 1.117 4.073 0.1 -0.6 -2.4 0.047
N -0.928 0.818 2.901 -1.6 2.0 3.7 0.054

***

No. 2
54
Properties=species:S:1:pos:R:3:forces:R:3:lowdin_charge:R:1 method="wB97M-V/def2-TZVPD" smiles="O=C(NCc1ccccn1)c1ccc(OC2CCN(Cc3cccs3)CC2)cc1" homo_lumo_gap_ev=9.341
O -1.203 4.254 3.584 -0.1 0.0 0.3 0.058
C -0.678 3.961 2.525 0.1 0.1 -0.3 -0.458
N 0.141 4.817 1.860 0.1 0.1 -0.2 0.075
C 0.529 6.094 2.422 -0.1 0.1 0.1 -0.118
C 1.859 5.993 3.127 -0.1 0.0 0.1 -0.273
C 1.972 5.296 4.327 0.1 0.0 0.0 -0.012
C 3.219 5.197 4.918 0.0 0.0 -0.1 -0.064
C 4.304 5.796 4.294 0.0 0.0 0.0 -0.071
C 4.085 6.464 3.100 0.4 -0.1 0.2 -0.150
N 2.897 6.557 2.526 -0.3 0.2 -0.4 0.101
C -0.893 2.647 1.861 -0.1 -0.2 -0.1 -0.145
C -0.802 2.459 0.487 0.0 0.1 0.3 -0.027
C -1.007 1.212 -0.076 0.0 -0.3 -0.3 -0.013
C -1.306 0.117 0.732 0.0 0.2 0.2 -0.252
O -1.525 -1.149 0.304 -0.1 0.0 0.2 -0.006
C -1.348 -1.493 -1.061 0.2 -0.3 -0.3 -0.336
C -2.002 -2.857 -1.268 0.0 0.4 -0.1 -0.101
C -1.775 -3.331 -2.699 -0.1 -0.1 0.3 -0.186
N -0.354 -3.419 -2.973 0.0 0.0 -0.1 -0.193
C -0.081 -4.079 -4.237 0.1 0.1 0.0 -0.219
C -0.433 -5.526 -4.155 0.1 -0.2 0.1 -0.537
C -1.140 -6.290 -5.029 0.1 0.3 0.1 -0.139
C -1.263 -7.636 -4.613 0.0 -0.2 0.1 -0.194
C -0.652 -7.868 -3.426 0.2 0.2 0.2 -0.418
S 0.091 -6.452 -2.790 -0.3 0.0 -0.4 1.035
C 0.272 -2.119 -2.862 0.1 0.1 0.2 -0.188
C 0.132 -1.604 -1.433 -0.2 0.2 -0.1 -0.106
C -1.423 0.311 2.112 0.0 -0.1 -0.2 0.013
C -1.226 1.556 2.662 0.0 0.1 -0.1 -0.007
H 0.693 4.475 1.091 -0.1 -0.1 0.1 0.134
H 0.597 6.835 1.623 0.0 0.0 0.1 0.121
H -0.253 6.372 3.134 0.1 0.0 -0.2 0.126
H 1.096 4.851 4.773 -0.1 0.0 0.0 0.110
H 3.345 4.665 5.850 0.0 0.0 0.1 0.106
H 5.293 5.745 4.723 0.1 0.0 0.0 0.098
H 4.896 6.947 2.570 0.1 0.0 0.0 0.102
H -0.599 3.293 -0.170 0.0 0.1 -0.1 0.112
H -0.938 1.112 -1.148 0.0 -0.1 -0.1 0.106
H -1.847 -0.752 -1.704 0.0 -0.1 0.1 0.151
H -3.070 -2.794 -1.056 0.0 0.0 0.0 0.125
H -1.551 -3.566 -0.574 0.0 -0.1 0.0 0.129
H -2.276 -2.640 -3.404 0.0 -0.1 0.0 0.133
H -2.214 -4.322 -2.830 0.0 0.1 0.0 0.119
H 0.992 -3.979 -4.438 -0.1 0.1 0.0 0.124
H -0.628 -3.620 -5.082 0.1 0.0 0.0 0.133
H -1.559 -5.909 -5.944 -0.1 0.1 -0.2 0.109
H -1.786 -8.388 -5.176 -0.1 -0.2 -0.1 0.098
H -0.591 -8.786 -2.876 0.0 -0.2 0.1 0.057
H -0.176 -1.389 -3.565 0.1 0.0 0.0 0.131
H 1.331 -2.220 -3.109 -0.1 0.0 -0.1 0.123
H 0.633 -0.639 -1.333 0.0 0.0 0.0 0.113
H 0.605 -2.310 -0.750 0.0 0.0 0.0 0.133
H -1.672 -0.539 2.726 0.0 -0.1 0.1 0.120
H -1.323 1.710 3.726 0.0 0.0 0.1 0.120

***

No. 3
54
Properties=species:S:1:pos:R:3:forces:R:3:lowdin_charge:R:1 method="wB97M-V/def2-TZVPD" smiles="COc1ccccc1N1CCN(C(=O)C(=O)c2c(C)n(C)c3ccccc23)CC1" homo_lumo_gap_ev=8.142
C -4.904 -3.151 0.431 -0.1 -0.2 0.0 -0.086
O -4.278 -1.905 0.268 0.0 0.6 0.1 -0.111
C -5.020 -0.765 0.475 0.0 -0.1 -0.1 -0.200
C -6.356 -0.778 0.830 0.1 -0.2 0.0 -0.032
C -7.038 0.403 1.089 0.0 0.1 0.0 -0.101
C -6.375 1.608 0.991 -0.2 0.0 0.1 -0.101
C -5.043 1.636 0.614 0.1 -0.1 -0.1 -0.026
C -4.338 0.467 0.337 -0.2 -0.1 0.1 -0.160
N -2.995 0.489 -0.001 0.2 0.0 0.2 -0.083
C -2.477 -0.384 -1.040 0.2 -0.2 -0.3 -0.128
C -1.488 0.364 -1.928 -0.2 -0.2 -0.2 -0.106
N -0.382 0.844 -1.125 -0.1 0.0 -0.1 -0.032
C 0.882 0.698 -1.568 -0.4 0.3 -0.2 -0.410
O 1.153 0.240 -2.666 0.3 0.0 0.0 0.073
C 1.986 1.187 -0.631 0.1 0.0 -0.1 -0.269
O 2.063 2.375 -0.356 0.0 -0.2 -0.1 0.095
C 2.940 0.195 -0.207 0.3 -0.3 0.2 -0.046
C 2.864 -1.190 -0.305 -0.2 0.4 0.0 -0.168
C 1.739 -2.041 -0.775 0.1 -0.1 -0.2 0.010
N 4.017 -1.742 0.157 -0.2 0.1 -0.1 -0.045
C 4.320 -3.146 0.182 0.0 -0.4 0.1 -0.010
C 4.866 -0.743 0.584 0.1 0.8 0.1 -0.161
C 6.138 -0.810 1.137 0.0 -0.2 0.0 -0.022
C 6.751 0.379 1.476 0.1 -0.1 0.0 -0.096
C 6.121 1.606 1.271 0.0 0.1 0.0 -0.089
C 4.858 1.681 0.723 0.1 0.0 0.0 -0.009
C 4.220 0.494 0.379 0.0 -0.3 0.0 -0.095
C -0.726 1.327 0.198 0.0 0.3 0.6 -0.110
C -2.209 1.675 0.250 0.1 0.0 0.1 -0.153
H -4.131 -3.894 0.237 -0.1 0.0 0.0 0.094
H -5.283 -3.284 1.450 0.0 0.0 -0.1 0.097
H -5.723 -3.292 -0.282 0.0 0.0 0.0 0.097
H -6.884 -1.713 0.931 0.0 -0.1 0.0 0.100
H -8.078 0.367 1.372 -0.1 0.0 0.0 0.099
H -6.890 2.534 1.197 0.0 0.1 0.0 0.100
H -4.550 2.590 0.522 0.1 0.1 0.0 0.100
H -3.299 -0.756 -1.656 0.1 0.0 0.0 0.131
H -1.977 -1.252 -0.589 -0.1 0.0 -0.2 0.121
H -1.075 -0.296 -2.694 -0.1 0.1 0.1 0.128
H -1.984 1.202 -2.430 0.0 -0.1 0.0 0.136
H 1.804 -3.044 -0.360 -0.1 0.0 0.0 0.078
H 0.788 -1.605 -0.480 -0.1 -0.1 0.0 0.079
H 1.747 -2.104 -1.863 0.0 0.0 0.0 0.099
H 4.083 -3.605 -0.779 0.0 0.0 0.1 0.100
H 5.383 -3.275 0.372 0.0 0.0 0.0 0.084
H 3.762 -3.658 0.971 0.1 0.0 -0.1 0.101
H 6.641 -1.752 1.303 0.0 -0.1 0.0 0.099
H 7.740 0.358 1.910 0.1 0.0 0.0 0.099
H 6.637 2.513 1.550 0.0 0.1 0.0 0.099
H 4.363 2.624 0.560 0.0 0.1 0.0 0.106
H -0.510 0.556 0.951 -0.1 0.1 0.0 0.138
H -0.133 2.213 0.431 -0.1 -0.1 0.0 0.122
H -2.412 2.483 -0.470 0.0 0.0 0.1 0.130
H -2.448 2.043 1.251 0.1 0.0 -0.1 0.133

***

No. 4
57
Properties=species:S:1:pos:R:3:forces:R:3:lowdin_charge:R:1 method="wB97M-V/def2-TZVPD" smiles="CC(C)OCCCNC(=O)c1ccc2c(=O)n(Cc3ccc4c(c3)OCO4)c(=S)[nH]c2c1" homo_lumo_gap_ev=7.777
C 3.978 -1.011 -4.848 -0.2 -0.3 0.3 -0.046
C 3.059 -1.204 -3.641 0.2 0.4 0.1 -0.453
C 2.432 0.130 -3.239 0.1 -0.4 0.0 -0.040
O 1.961 -2.077 -3.894 -0.1 0.2 0.1 -0.155
C 2.242 -3.378 -4.369 0.2 -0.4 -0.1 -0.209
C 2.780 -4.348 -3.309 -0.4 0.3 0.0 -0.146
C 1.739 -4.667 -2.240 0.3 -0.2 0.0 -0.168
N 1.446 -3.497 -1.445 0.0 0.2 -0.3 0.084
C 1.232 -3.561 -0.118 0.0 0.1 -0.1 -0.456
O 1.258 -4.595 0.522 -0.1 -0.2 0.2 0.075
C 0.963 -2.234 0.528 -0.1 0.2 0.4 -0.111
C 1.714 -1.101 0.203 0.0 0.0 0.0 -0.023
C 1.463 0.097 0.834 -0.2 0.0 0.1 0.015
C 0.462 0.186 1.800 0.0 -0.4 -0.1 -0.056
C 0.187 1.465 2.461 0.2 0.0 -0.1 -0.361
O 0.784 2.491 2.215 0.0 0.0 -0.1 0.092
N -0.827 1.438 3.417 0.1 -0.2 0.0 0.009
C -1.167 2.694 4.077 0.0 0.5 0.2 -0.125
C -2.440 3.277 3.519 0.0 0.1 0.1 -0.225
C -3.521 3.537 4.345 0.2 0.1 -0.1 -0.068
C -4.711 4.067 3.851 -0.2 0.2 -0.3 0.017
C -4.773 4.315 2.502 0.5 -0.2 -0.2 -0.203
C -3.687 4.053 1.664 -0.4 0.0 0.5 -0.191
C -2.511 3.539 2.146 -0.2 0.1 -0.2 0.067
O -4.015 4.390 0.377 0.4 -0.2 0.2 0.036
C -5.338 4.880 0.432 -0.7 0.4 -1.0 -0.162
O -5.806 4.825 1.761 0.0 -0.1 0.5 0.035
C -1.536 0.320 3.759 -0.3 -0.5 0.3 -0.762
S -2.705 0.301 4.916 -0.3 -0.1 0.3 0.725
N -1.239 -0.838 3.107 0.0 0.0 0.0 0.085
C -0.275 -0.954 2.141 0.5 0.3 -0.4 -0.160
C -0.015 -2.165 1.504 0.1 0.0 -0.1 0.064
H 4.653 -0.182 -4.650 0.1 0.1 0.0 0.083
H 4.580 -1.895 -5.044 0.1 0.0 -0.1 0.072
H 3.387 -0.778 -5.731 -0.1 0.0 -0.1 0.092
H 3.655 -1.599 -2.801 -0.1 0.0 -0.1 0.133
H 1.939 0.574 -4.100 -0.1 0.1 -0.1 0.087
H 3.195 0.811 -2.875 0.1 0.1 0.0 0.085
H 1.687 -0.017 -2.462 -0.1 0.0 0.1 0.063
H 1.277 -3.743 -4.735 0.1 -0.1 0.0 0.130
H 2.933 -3.340 -5.218 -0.1 0.0 0.0 0.111
H 3.066 -5.273 -3.812 0.0 0.0 0.0 0.118
H 3.672 -3.930 -2.839 0.1 -0.1 0.0 0.114
H 2.101 -5.438 -1.554 -0.1 0.1 -0.1 0.123
H 0.823 -5.036 -2.720 0.1 -0.1 0.1 0.129
H 1.318 -2.639 -1.965 0.0 0.0 0.2 0.122
H 2.509 -1.175 -0.522 0.1 0.0 -0.1 0.104
H 2.028 0.987 0.603 0.1 0.1 0.0 0.124
H -1.271 2.506 5.147 0.1 0.0 -0.2 0.102
H -0.328 3.371 3.895 -0.1 -0.2 0.1 0.131
H -3.448 3.316 5.398 0.0 -0.1 0.1 0.103
H -5.550 4.267 4.495 -0.1 0.0 0.1 0.119
H -1.674 3.355 1.494 0.2 0.0 -0.1 0.125
H -5.986 4.265 -0.214 0.2 0.1 0.2 0.139
H -5.360 5.923 0.076 0.1 -0.2 0.1 0.139
H -1.772 -1.651 3.387 0.0 0.3 0.0 0.137
H -0.567 -3.055 1.768 0.0 -0.1 0.0 0.131